C2H4N2O2 as an isolated structure, computed with ωB97M-V/def2-TZVPD.

Calculated values
Orbital gap ... 11.08 eV
E_LUMO ... 0.8 eV
Energy above the lowest of the compared OMol25 structures with the same formula, charge and spin ... 202.3 kJ/mol
HOMO energy ... -10.23 eV
Energy ... -9213.126 eV

Last column: Mulliken charge in e.
Atoms and positions in Å:
N -0.9324 1.2760 -1.0038  -0.346
C -0.7173 0.4897 0.0846  0.536
O -1.4395 0.4503 1.0633  -0.601
N 0.4530 -0.2799 -0.0255  -0.394
C 0.8639 -1.1237 0.8960  -0.027
O 1.9559 -1.6338 0.4956  -0.589
H -1.7944 1.7934 -1.0494  0.239
H -0.3677 1.1965 -1.8327  0.214
H 1.6053 -0.8064 -0.4664  0.582
H 0.3731 -1.3621 1.8385  0.388